No. 1
# C6H19NO3SSi2

A molecular structure, C6H19NO3SSi2 in a non-equilibrium geometry (ωB97M-V/def2-TZVPD, the OMol25 dataset).

Charge: 0
Energy above the lowest of the compared OMol25 structures with the same formula, charge and spin in kcal/mol: 7.2
Orbital gap in eV: 10.547
Highest occupied orbital energy in eV: -10.023

Cartesian coordinates (Å):
S: 0.159 -0.182 0.011
Si: 2.358 0.649 -1.636
Si: -2.416 -0.998 1.237
O: 0.906 -0.195 -1.392
O: 0.860 -1.095 0.930
O: -0.007 1.242 0.436
N: -1.419 -0.795 -0.247
C: -2.941 0.694 1.888
C: 3.033 0.804 -3.394
C: -4.080 -1.712 0.818
C: 2.020 2.475 -1.180
C: -1.507 -1.997 2.560
C: 3.742 -0.029 -0.537
H: -3.653 0.537 2.698
H: 1.064 2.563 -0.661
H: -2.086 1.158 2.373
H: -1.924 -1.893 3.592
H: -4.592 -2.025 1.730
H: -4.653 -0.951 0.308
H: 4.445 0.759 -0.184
H: -1.602 -3.017 2.211
H: 4.296 -0.764 -1.078
H: -0.472 -1.678 2.639
H: 2.823 2.672 -0.473
H: -3.299 1.406 1.149
H: -3.911 -2.576 0.150
H: -1.933 -0.231 -0.927
H: 3.301 -0.512 0.314
H: 2.219 1.084 -4.045
H: 3.417 -0.129 -3.788
H: 2.051 3.185 -2.008
H: 3.805 1.552 -3.493

---

No. 2
# C6H19NO3Sb

A molecular structure, C6H19NO3Sb (ωB97M-V/def2-TZVPD, the OMol25 dataset).

Charge: -1
Orbital gap in eV: 6.490
Highest occupied orbital energy in eV: -3.387

Cartesian coordinates (Å):
Sb: -1.191 -0.120 1.179
O: 2.226 2.135 -1.829
O: -0.009 1.257 -3.224
O: -1.360 -0.080 -1.939
N: -1.004 -2.139 1.866
C: -0.068 0.089 -2.447
C: -0.069 2.442 -2.447
C: 1.292 3.091 -2.313
C: 0.911 -2.050 3.492
C: 0.304 -2.643 2.218
C: -1.401 -1.017 -0.847
H: 0.291 -3.740 2.312
H: 0.190 -0.724 -3.138
H: 0.658 0.129 -1.628
H: -0.495 2.232 -1.465
H: -1.008 0.557 2.809
H: -1.649 -2.261 2.642
H: 0.979 -2.430 1.380
H: 0.238 -2.216 4.339
H: 1.631 3.511 -3.268
H: -0.744 3.138 -2.954
H: 1.034 -0.971 3.389
H: 1.182 3.920 -1.602
H: -1.376 1.500 0.488
H: -2.940 -0.321 1.452
H: 0.595 -0.086 0.973
H: -0.618 -1.776 -0.969
H: 2.891 2.586 -1.310
H: 1.881 -2.499 3.729
H: -2.370 -1.517 -0.889

---

No. 3
# C6H19NO4Rb

A molecular structure, C6H19NO4Rb (ωB97M-V/def2-TZVPD, the OMol25 dataset).

Charge: +1
Energy above the lowest of the compared OMol25 structures with the same formula, charge and spin in kcal/mol: 18.9
Orbital gap in eV: 7.045
Highest occupied orbital energy in eV: -10.652

Cartesian coordinates (Å):
Rb: -2.959 4.658 -2.090
O: -3.347 2.008 -3.048
O: -0.464 1.499 0.665
O: -5.206 3.212 -0.889
O: 2.746 -3.069 -0.077
N: 1.281 -0.789 1.020
C: 3.374 -1.958 0.490
C: 0.414 -0.224 2.043
C: 2.490 -1.376 1.571
C: 3.499 -3.626 -1.130
C: -0.826 0.349 1.419
C: -1.540 2.027 -0.035
H: 2.183 -2.195 2.228
H: -3.259 1.073 -2.836
H: -6.081 3.132 -0.498
H: 2.949 -4.481 -1.519
H: -5.076 2.392 -1.376
H: 4.345 -2.228 0.934
H: -1.186 2.917 -0.564
H: 0.907 0.587 2.605
H: -2.357 2.314 0.646
H: 4.475 -3.986 -0.781
H: -1.954 1.331 -0.779
H: 3.075 -0.651 2.156
H: 0.131 -1.010 2.743
H: 3.599 -1.190 -0.275
H: -3.533 2.014 -3.994
H: 3.654 -2.899 -1.935
H: -1.296 -0.392 0.758
H: -1.567 0.621 2.186
H: 1.529 -0.059 0.361

---

No. 4
# C6H19NO4Tl

A molecular structure, C6H19NO4Tl in a non-equilibrium geometry (ωB97M-V/def2-TZVPD, the OMol25 dataset).

Charge: +3
Energy above the lowest of the compared OMol25 structures with the same formula, charge and spin in kcal/mol: 47.9
Orbital gap in eV: 2.047
Highest occupied orbital energy in eV: -19.351

Cartesian coordinates (Å):
Tl: 2.412 -0.593 0.439
O: 1.395 3.323 0.581
O: 6.360 -1.207 0.833
O: -0.624 -1.830 1.799
O: 0.244 0.859 -2.141
N: -1.455 -0.099 -0.229
C: 0.911 1.203 -3.365
C: -2.067 -1.555 1.741
C: -1.824 1.123 -0.883
C: -2.307 -0.188 1.034
C: -0.441 -2.920 2.749
C: -1.162 1.138 -2.240
H: 1.084 3.798 1.352
H: 1.015 3.795 -0.161
H: 1.110 2.264 -3.514
H: -3.374 -0.130 0.819
H: -2.614 -2.376 1.279
H: 6.840 -0.426 1.106
H: -1.977 0.550 1.765
H: -1.666 0.384 -2.845
H: 1.928 0.830 -3.246
H: -1.846 -0.903 -0.699
H: 0.406 0.727 -4.206
H: -0.879 -3.844 2.372
H: -2.903 1.202 -1.011
H: -2.353 -1.424 2.785
H: -1.577 1.986 -0.264
H: 7.020 -1.763 0.419
H: 0.582 -3.295 2.773
H: -0.843 -2.688 3.735
H: -1.396 2.057 -2.778

---

No. 5
# C6H20B3FN8O8

A molecular structure, C6H20B3FN8O8 in a non-equilibrium geometry (ωB97M-V/def2-TZVPD, the OMol25 dataset).

Charge: 0
Energy above the lowest of the compared OMol25 structures with the same formula, charge and spin in kcal/mol: 0.0
Orbital gap in eV: 8.956
Highest occupied orbital energy in eV: -9.111

Cartesian coordinates (Å):
F: 3.109 1.548 0.136
O: 0.048 -0.958 -2.979
O: 3.810 -0.955 1.139
O: -2.429 -0.910 0.888
O: 5.054 -0.623 3.110
O: 4.236 -2.776 2.651
O: -0.935 4.470 -2.605
O: -6.009 -1.993 2.528
O: 1.889 2.756 1.485
N: -7.590 -1.034 1.213
N: 0.214 -2.594 -4.538
N: 0.116 3.873 -0.681
N: -5.379 -1.101 0.535
N: -0.565 -0.390 -0.301
N: 2.098 -1.817 -3.450
N: 0.517 2.727 -2.646
N: -1.223 0.917 1.481
C: -1.469 -0.179 0.696
C: -0.155 3.743 -2.017
C: 2.754 1.928 1.351
C: 0.742 -1.739 -3.614
C: 3.482 1.276 2.476
C: -6.297 -1.416 1.493
B: 4.506 -1.805 3.596
B: 4.139 -0.129 2.194
B: 3.505 -2.223 1.621
H: -0.448 1.536 1.339
H: -4.416 -1.357 0.695
H: -7.858 -0.559 0.374
H: 2.684 -2.450 -3.960
H: 2.516 -1.204 -2.777
H: -5.616 -0.627 -0.314
H: 4.225 1.937 2.894
H: 2.570 -2.800 1.177
H: -0.709 -1.170 -0.911
H: 0.760 -3.244 -5.070
H: 0.335 2.593 -3.622
H: -0.363 4.601 -0.189
H: 4.200 -1.882 4.738
H: 0.756 3.283 -0.178
H: 0.219 0.207 -0.468
H: -0.777 -2.560 -4.680
H: 2.744 1.126 3.250
H: -1.862 1.106 2.229
H: 1.160 2.116 -2.183
H: -8.289 -1.250 1.896

---

No. 6
# C6H20BrFeO5

A molecular structure, C6H20BrFeO5 in a non-equilibrium geometry (ωB97M-V/def2-TZVPD, the OMol25 dataset).

Charge: -1
Orbital gap (spin up / spin down) in eV: 6.797 / 6.305
Highest occupied orbital energy (spin up / spin down) in eV: -3.937 / -3.447
Multiplicity: 5
Expectation value of S²: 6.01

Cartesian coordinates (Å):
Br: 0.644 1.897 2.792
Fe: 1.291 0.851 0.643
O: 2.279 -1.086 1.185
O: -1.696 1.875 -1.179
O: 3.169 1.369 0.070
O: 0.948 1.363 -1.354
O: -0.516 -0.328 0.650
C: -1.659 -1.610 -1.069
C: -0.588 -1.594 0.012
C: -1.953 2.888 -2.112
C: 2.437 -1.401 2.567
C: 2.335 -2.902 2.780
C: -3.433 2.866 -2.453
H: 1.452 -3.334 2.298
H: -1.301 -0.262 1.207
H: 3.952 1.047 0.516
H: -1.383 2.716 -3.031
H: 2.268 -3.250 3.816
H: 3.436 -1.098 2.893
H: -1.484 -0.798 -1.785
H: 0.388 -1.828 -0.404
H: -1.575 -2.480 -1.723
H: 0.724 0.744 -2.048
H: -4.096 2.895 -1.579
H: -0.760 1.537 -1.309
H: -3.820 3.730 -3.013
H: 2.976 -1.533 0.697
H: -1.739 3.894 -1.727
H: -3.723 1.964 -3.000
H: 3.195 -3.461 2.389
H: -2.627 -1.413 -0.611
H: -0.816 -2.379 0.742
H: 1.678 -0.880 3.141